The following is a quantum chemistry calculation of 2 unconnected molecules or ions with the total composition C7H8N5 at a distorted geometry, from the Open Molecules 2025 dataset.

The value obtained for the LUMO energy (spin up / spin down) is -7.235 / -5.299 eV. The charge is +1. For the total energy, the calculation gives -14823.990 eV. For the energy relative to the best compared isomer or geometry (same formula, charge and spin), the calculation gives 671.58 kJ/mol. The value obtained for the HOMO-LUMO gap (spin up / spin down) is 5.2 / 7.6 eV. The HOMO energy (spin up / spin down) is -12.388 / -12.901 eV.

The geometry in XYZ format:
```
20
Properties=species:S:1:pos:R:3:forces:R:3:mulliken_charge:R:1
C 2.979 -0.526 -1.524 -1.45 0.60 1.24 -0.46
C 2.495 0.770 -1.662 -0.81 0.90 2.11 -0.44
C 2.323 -1.383 -0.645 -1.45 -0.26 -0.67 -0.24
C 1.350 1.232 -0.860 0.41 1.51 -3.06 -0.40
C 1.092 -1.000 -0.100 0.90 -0.43 0.78 -0.39
C 0.632 0.257 -0.317 0.13 -0.36 0.97 0.42
C -1.872 1.092 1.239 -0.71 -5.96 1.98 -0.17
N -1.806 3.122 0.076 0.41 2.26 -1.04 -0.43
N -3.471 -1.973 1.294 1.31 1.57 -0.74 -0.54
N -2.728 -1.024 1.674 -0.40 -3.63 1.83 -0.09
N -1.743 2.209 0.701 -0.81 1.24 -2.49 0.72
N -2.565 -0.056 0.828 -0.33 4.68 -3.58 0.22
H 3.870 -0.932 -1.880 1.43 0.14 -1.15 0.42
H 3.012 1.613 -2.080 0.42 -0.23 -0.76 0.35
H 2.639 -2.413 -0.463 0.24 0.48 0.06 0.36
H 0.958 2.281 -1.012 0.79 -1.15 0.31 0.26
H 0.766 -1.577 0.722 -0.99 -0.90 0.47 0.35
H -1.591 1.088 2.234 0.82 -0.37 1.94 0.38
H -3.333 -2.784 1.911 -0.26 0.71 0.47 0.30
H -3.005 0.003 -0.136 0.34 -0.79 1.33 0.38
```
Forces are in eV/Å.

***

The following is a quantum chemistry calculation of a gas-phase ion, C7H8NO2S (charge -1) at a distorted geometry, from the Open Molecules 2025 dataset.

The value obtained for the LUMO energy is 3.536 eV. The charge is -1. For the total energy, the calculation gives -23807.269 eV. For the energy relative to the best compared isomer or geometry (same formula, charge and spin), the calculation gives 131.21 kJ/mol. The value obtained for the HOMO-LUMO gap is 8.0 eV. As for the SMILES: CN=[S@](=O)([O-])c1ccccc1. The HOMO energy is -4.426 eV.

The geometry in XYZ format:
```
19
Properties=species:S:1:pos:R:3:forces:R:3:mulliken_charge:R:1
C 3.446 -1.268 0.115 -0.30 -0.93 0.94 -0.72
N 3.038 -0.017 0.663 -2.47 2.40 0.59 -0.44
S 1.903 0.928 -0.045 -0.02 2.32 2.41 1.00
O 1.836 0.891 -1.485 0.57 -0.86 -1.39 -0.63
O 2.029 2.333 0.500 0.32 -2.64 -0.45 -0.76
C -0.163 0.860 0.123 2.50 -0.73 1.37 -0.05
C -0.795 -0.356 0.230 0.93 -1.54 -0.08 -0.28
C -2.185 -0.324 0.148 -1.04 -2.55 -0.30 -0.18
C -2.868 0.859 -0.122 -0.54 -1.47 0.60 -0.28
C -2.222 2.086 -0.059 0.72 -1.13 0.47 -0.43
C -0.821 2.076 0.186 -1.43 -1.31 -1.30 -0.54
H 4.509 -1.252 -0.109 0.22 0.15 -0.44 0.24
H 3.335 -2.227 0.735 -0.21 1.35 -0.04 0.20
H 2.831 -1.415 -0.716 -0.34 -0.88 -2.08 0.32
H -0.100 -1.294 0.346 -1.84 1.66 -0.22 0.19
H -2.854 -1.293 0.218 1.63 1.84 -0.14 0.17
H -3.950 0.642 -0.256 0.68 1.15 0.00 0.26
H -2.915 2.889 -0.128 0.27 1.30 -0.05 0.35
H -0.123 2.848 0.262 0.35 1.85 0.13 0.59
```
Forces are in eV/Å.

***

The following is a quantum chemistry calculation of a gas-phase ion, C7H8NO3S2 (charge -1) at a distorted geometry, from the Open Molecules 2025 dataset.

The value obtained for the LUMO energy is 3.401 eV. The charge is -1. For the total energy, the calculation gives -36691.045 eV. For the energy relative to the best compared isomer or geometry (same formula, charge and spin), the calculation gives 203.18 kJ/mol. The value obtained for the HOMO-LUMO gap is 7.4 eV. The HOMO energy is -4.047 eV.

The geometry in XYZ format:
```
21
Properties=species:S:1:pos:R:3:forces:R:3:mulliken_charge:R:1
C 2.346 -0.641 1.195 -0.42 1.29 -1.39 -0.50
C 1.041 -0.551 1.487 0.06 -0.56 -0.69 -0.83
C -1.413 -0.112 0.990 2.19 1.25 1.52 -0.80
C -0.485 0.153 -1.914 0.43 -0.11 -0.71 0.41
C 2.799 -0.394 -0.204 -2.23 -0.78 1.10 -0.65
C -0.073 -0.697 0.477 1.91 0.67 -2.20 0.40
C 1.815 -0.040 -1.064 0.42 0.37 -1.34 -0.12
N 0.447 -0.079 -0.916 0.08 -0.91 4.29 0.14
O -1.660 -0.175 -1.712 -0.62 -1.36 0.22 -0.73
O -3.565 0.970 -0.182 0.45 -0.50 0.19 -0.52
O -2.193 2.437 0.953 0.68 1.20 1.90 -0.75
S 0.092 0.899 -3.260 0.24 0.96 -2.09 -0.61
S -1.980 1.345 0.031 -0.25 1.42 0.32 0.78
H 3.072 -0.506 1.954 0.58 -0.35 0.87 0.39
H 0.635 -0.592 2.466 0.20 0.14 1.12 0.29
H -2.087 -0.913 0.977 -1.51 -0.76 0.18 0.27
H -3.418 0.498 -0.988 -0.78 -1.13 -1.59 0.41
H 3.795 -0.565 -0.556 0.38 0.42 0.06 0.39
H -0.019 -1.774 0.235 -1.18 0.20 0.16 0.42
H -1.231 0.347 2.058 -0.58 -1.05 -1.92 0.39
H 2.080 0.390 -2.028 -0.05 -0.43 0.01 0.26
```
Forces are in eV/Å.